# C28H76O10

A 10-piece molecular cluster, C28H76O10 overall (the ωB97M-V functional and the def2-TZVPD basis, OMol25).

Values from the calculation:
- Energy: -50739.6587 eV
- Max |F|: 3.083 eV/Å
- Structure (SMILES): CC(C)O.CC(C)O.CC(C)O.CC(C)O.CC(C)O.CC(C)O.CC(C)O.CC(C)O.CC(C)O.CO
- ΔE to the lowest compared entry with this formula, charge and spin: 391.1 kJ/mol
- Gap between HOMO and LUMO: 10.10 eV

Each atom is followed by the atoms it is bonded to, with distances in Å.
Geometry (Å):
1 C -3.3441 1.8527 6.5435  C2 1.549, H5 1.090, H6 1.090, H7 1.090
2 C -2.8308 0.4955 7.0867  C1 1.549, C3 1.511, O4 1.398, H8 1.090
3 C -1.7307 -0.1950 6.3144  C2 1.511, H9 1.090, H10 1.090, H11 1.090
4 O -2.3509 0.8402 8.3540  C2 1.398, H12 0.960
5 H -2.4635 2.4534 6.3159  C1 1.090
6 H -3.9122 2.3951 7.2993  C1 1.090
7 H -3.8663 1.6483 5.6088  C1 1.090
8 H -3.6611 -0.2008 7.2040  C2 1.090
9 H -1.9949 -0.5144 5.3063  C3 1.090
10 H -1.3919 -1.0895 6.8371  C3 1.090
11 H -0.8772 0.4724 6.1954  C3 1.090
12 H -2.4123 0.0604 8.9105  O4 0.960
13 C -6.5558 -0.0641 -2.0390  C14 1.537, H17 1.090, H18 1.090, H19 1.090
14 C -7.2212 0.4675 -0.7589  C13 1.537, C15 1.552, O16 1.406, H20 1.090
15 C -8.3957 1.4359 -1.0636  C14 1.552, H21 1.090, H22 1.090, H23 1.090
16 O -7.7833 -0.6455 -0.1098  C14 1.406, H24 0.960
17 H -7.1981 -0.7477 -2.5940  C13 1.090
18 H -5.6767 -0.6462 -1.7624  C13 1.090
19 H -6.1813 0.6981 -2.7223  C13 1.090
20 H -6.5023 0.9601 -0.1042  C14 1.090
21 H -7.9897 2.2754 -1.6278  C15 1.090
22 H -8.8635 1.8332 -0.1628  C15 1.090
23 H -9.1538 0.8939 -1.6290  C15 1.090
24 H -7.9426 -0.4106 0.8073  O16 0.960
25 C 1.4892 5.6407 4.5100  C26 1.511, H29 1.090, H30 1.090, H31 1.090
26 C 0.5112 6.7400 4.1652  C25 1.511, C27 1.550, O28 1.416, H32 1.090
27 C -0.0861 7.5837 5.3206  C26 1.550, H33 1.090, H34 1.090, H35 1.090
28 O 1.2517 7.6391 3.3601  C26 1.416, H36 0.960
29 H 1.0876 4.7573 5.0064  C25 1.090
30 H 2.2664 6.0258 5.1700  C25 1.090
31 H 1.9564 5.2640 3.6001  C25 1.090
32 H -0.3259 6.3920 3.5600  C26 1.090
33 H 0.6333 8.2637 5.7769  C27 1.090
34 H -0.5637 6.9308 6.0511  C27 1.090
35 H -0.9006 8.2117 4.9596  C27 1.090
36 H 1.2107 7.2745 2.4730  O28 0.960
37 C 2.0073 -2.0800 -5.8842  C38 1.564, H41 1.090, H42 1.090, H43 1.090
38 C 0.4476 -2.1968 -5.8924  C37 1.564, C39 1.529, O40 1.374, H44 1.090
39 C -0.1142 -3.2650 -4.9538  C38 1.529, H45 1.090, H46 1.090, H47 1.090
40 O -0.1793 -1.0177 -5.5712  C38 1.374, H48 0.960
41 H 2.3662 -1.6553 -4.9467  C37 1.090
42 H 2.4218 -1.4622 -6.6808  C37 1.090
43 H 2.4813 -3.0549 -5.9986  C37 1.090
44 H 0.1156 -2.6539 -6.8246  C38 1.090
45 H 0.1820 -3.0578 -3.9255  C39 1.090
46 H 0.2490 -4.2584 -5.2171  C39 1.090
47 H -1.2039 -3.2864 -4.9704  C39 1.090
48 H -1.0142 -0.9978 -6.0447  O40 0.960
49 C 3.6738 7.2548 -2.6184  C50 1.522, H53 1.090, H54 1.090, H55 1.090
50 C 3.0485 5.8712 -2.7287  C49 1.522, C51 1.522, O52 1.412, H56 1.090
51 C 3.9963 4.6840 -2.6320  C50 1.522, H57 1.090, H58 1.090, H59 1.090
52 O 2.1228 5.7963 -1.6655  C50 1.412, H60 0.960
53 H 2.9399 8.0172 -2.3571  C49 1.090
54 H 4.1438 7.4903 -3.5733  C49 1.090
55 H 4.4114 7.3990 -1.8290  C49 1.090
56 H 2.5340 5.7617 -3.6834  C50 1.090
57 H 3.7004 3.8347 -3.2478  C51 1.090
58 H 4.0820 4.2878 -1.6202  C51 1.090
59 H 4.9726 4.9469 -3.0392  C51 1.090
60 H 1.8416 4.8797 -1.7149  O52 0.960
61 C -0.7001 -6.1264 4.3302  C62 1.518, H65 1.090, H66 1.090, H67 1.090
62 C -0.2503 -6.8460 5.5887  C61 1.518, C63 1.530, O64 1.381, H68 1.090
63 C -0.7996 -8.2700 5.6981  C62 1.530, H69 1.090, H70 1.090, H71 1.090
64 O 1.1264 -6.9355 5.5256  C62 1.381, H72 0.960
65 H -0.7427 -6.7499 3.4372  C61 1.090
66 H -0.2880 -5.1502 4.0746  C61 1.090
67 H -1.7583 -5.8916 4.4449  C61 1.090
68 H -0.6500 -6.2993 6.4428  C62 1.090
69 H -0.2819 -9.0355 5.1201  C63 1.090
70 H -1.8633 -8.4029 5.5005  C63 1.090
71 H -0.6905 -8.6895 6.6982  C63 1.090
72 H 1.2962 -7.4369 4.7247  O64 0.960
73 C 4.5818 -9.5052 -0.6629  C74 1.527, H77 1.090, H78 1.090, H79 1.090
74 C 4.0391 -8.3697 0.2018  C73 1.527, C75 1.539, O76 1.385, H80 1.090
75 C 3.3065 -7.3390 -0.6746  C74 1.539, H81 1.090, H82 1.090, H83 1.090
76 O 3.1664 -8.8764 1.1505  C74 1.385, H84 0.960
77 H 4.7995 -10.4051 -0.0877  C73 1.090
78 H 5.5452 -9.2250 -1.0890  C73 1.090
79 H 3.9566 -9.7025 -1.5337  C73 1.090
80 H 4.9417 -7.9874 0.6785  C74 1.090
81 H 3.1487 -6.4171 -0.1148  C75 1.090
82 H 2.3622 -7.6749 -1.1029  C75 1.090
83 H 3.9054 -7.0153 -1.5259  C75 1.090
84 H 2.4096 -9.2386 0.6840  O76 0.960
85 C 6.5597 -1.8342 -0.2257  C86 1.545, H89 1.090, H90 1.090, H91 1.090
86 C 6.6204 -1.0800 1.1217  C85 1.545, C87 1.547, O88 1.384, H92 1.090
87 C 5.8745 -1.8837 2.2135  C86 1.547, H93 1.090, H94 1.090, H95 1.090
88 O 7.9648 -0.9517 1.4246  C86 1.384, H96 0.960
89 H 5.5623 -1.7995 -0.6639  C85 1.090
90 H 6.8468 -2.8851 -0.1898  C85 1.090
91 H 7.2510 -1.3440 -0.9112  C85 1.090
92 H 6.3000 -0.0607 0.9064  C86 1.090
93 H 6.0017 -1.3760 3.1696  C87 1.090
94 H 6.2574 -2.9040 2.1891  C87 1.090
95 H 4.8121 -2.0303 2.0186  C87 1.090
96 H 8.4190 -0.6301 0.6423  O88 0.960
97 C -3.6112 5.2675 -6.6735  C98 1.497, H101 1.090, H102 1.090, H103 1.090
98 C -4.9891 5.6589 -7.1080  C97 1.497, C99 1.568, O100 1.363, H104 1.090
99 C -4.9927 6.1790 -8.5872  C98 1.568, H105 1.090, H106 1.090, H107 1.090
100 O -5.8664 4.6341 -6.9114  C98 1.363, H108 0.960
101 H -2.9957 6.1669 -6.6908  C97 1.090
102 H -3.2360 4.6131 -7.4604  C97 1.090
103 H -3.5639 4.7943 -5.6927  C97 1.090
104 H -5.4007 6.4595 -6.4934  C98 1.090
105 H -4.3273 7.0276 -8.7463  C99 1.090
106 H -5.9701 6.5409 -8.9063  C99 1.090
107 H -4.6868 5.2519 -9.0720  C99 1.090
108 H -6.5721 4.7755 -7.5467  O100 0.960
109 C 0.0044 0.3467 -0.3147  O110 1.403, H111 1.090, H112 1.090, H113 1.090
110 O -0.1702 1.2322 -1.3889  C109 1.403, H114 0.960
111 H 0.8360 -0.3469 -0.4385  C109 1.090
112 H 0.2032 0.9758 0.5530  C109 1.090
113 H -0.8495 -0.2635 -0.0204  C109 1.090
114 H -0.2995 0.8264 -2.2492  O110 0.960

Mulliken population analysis, charges in e, atoms 1 to 8: C -1.1639; C 0.4572; C -1.1532; O -0.5522; H 0.2337; H 0.3174; H 0.3555; H 0.2711